Record 1
Here is one molecule with the formula C7H14O at a distorted geometry from the Open Molecules 2025 dataset. Energies are from the ωB97M-V functional and the def2-TZVPD basis.

Summary:
total charge	0
gap between HOMO and LUMO	10.13	eV
highest occupied orbital energy	-9.2822	eV
relative energy (zero: lowest compared OMol25 entry of this formula, charge and spin)	394.6	kJ/mol
DFT total energy	-9529.677	eV
structure (SMILES)	C=C(CC)CCCO

Geometry as XYZ:
```
22
Properties=species:S:1:pos:R:3:forces:R:3
C 0.1071 -1.2760 1.9934 3.71 -1.65 1.39
C 0.2712 -0.5079 0.9399 0.01 1.86 0.15
C 1.5820 -0.0087 0.3547 0.38 0.18 -3.49
C 1.7646 1.5201 0.6968 1.43 -3.14 -0.92
C -0.9902 0.2268 0.4035 1.34 -2.97 1.61
C -1.6415 -0.7281 -0.6953 -0.71 1.82 3.29
C -0.9824 -0.5942 -2.0368 -2.11 -2.73 -1.72
O -0.9810 0.6832 -2.5502 -0.04 1.88 0.16
H 0.9575 -1.8438 2.5719 -1.35 1.23 -1.55
H -0.7849 -1.3841 2.5052 -2.01 -0.19 0.51
H 2.5477 -0.6716 0.4011 -1.92 1.30 0.67
H 1.4098 0.0443 -0.8269 0.39 -0.34 2.23
H 2.5871 1.9480 0.2108 1.61 0.16 -1.14
H 2.0191 1.6243 1.6797 0.06 0.42 2.94
H 1.0136 2.1404 0.3869 -2.50 1.18 -0.37
H -0.7333 1.1290 0.0388 1.58 2.85 -2.53
H -1.4612 0.7916 1.2616 -1.01 -2.06 -0.35
H -2.6421 -0.4504 -0.4277 -1.43 0.42 -1.89
H -1.6953 -1.7082 -0.2702 0.88 -0.94 -0.14
H -1.6999 -1.3409 -2.8790 2.64 2.16 2.45
H 0.0733 -0.9076 -1.9224 -0.65 -0.68 -0.43
H -0.7209 1.3138 -1.8358 -0.29 -0.76 -0.86
```
Forces are in eV/Å.



Record 2
Here is a 2-piece molecular cluster, C7H14O overall at a distorted geometry from the Open Molecules 2025 dataset. Energies are from the ωB97M-V functional and the def2-TZVPD basis.

Summary:
total charge	0
gap between HOMO and LUMO	9.60	eV
highest occupied orbital energy	-8.7726	eV
relative energy (zero: lowest compared OMol25 entry of this formula, charge and spin)	166.7	kJ/mol
DFT total energy	-9532.039	eV
structure (SMILES)	C=C(/C=C/C)CC.O

Geometry as XYZ:
```
22
Properties=species:S:1:pos:R:3:forces:R:3
C 1.7109 0.7644 0.3871 -0.20 0.04 -0.65
C 0.5070 0.8493 -0.1743 -0.04 0.65 0.16
C -0.3921 -0.3234 -0.1994 0.44 -0.56 0.40
C -0.0250 -1.4862 -0.7236 -0.43 -0.05 -0.37
C -0.8571 -2.7271 -0.7159 0.38 -0.41 0.13
C -0.0616 2.1829 -0.6193 -0.64 0.01 0.12
C -1.0027 2.1158 -1.8267 0.51 -1.44 -0.83
H 2.3525 1.6393 0.4206 0.10 -0.20 0.09
H 2.0397 -0.1929 0.7506 0.30 -0.02 0.30
H -1.3274 -0.3233 0.3602 -0.02 0.44 -0.13
H 0.8684 -1.5363 -1.3332 0.26 0.04 0.12
H -0.2836 -3.5987 -0.3979 0.25 0.02 0.15
H -1.7173 -2.6885 -0.0487 -0.16 0.25 -0.24
H -1.1304 -2.9745 -1.7382 -0.45 0.03 -0.12
H 0.6865 2.9497 -0.8244 0.34 -0.32 0.22
H -0.6048 2.5540 0.2517 -0.22 0.12 0.01
H -0.4643 2.3941 -2.7382 -0.39 1.02 0.14
H -1.9878 2.5445 -1.6763 0.18 0.53 -0.24
H -1.1910 1.0836 -2.1550 -0.21 -0.16 0.74
O 0.8148 -0.7413 4.1976 -0.02 0.05 -0.01
H 0.7040 -1.6201 3.8250 0.01 -0.03 -0.02
H 1.3613 -0.8655 4.9784 0.01 -0.02 0.02
```
Forces are in eV/Å.



Record 3
Here is one molecule with the formula C7H14O at a distorted geometry from the Open Molecules 2025 dataset. Energies are from the ωB97M-V functional and the def2-TZVPD basis.

Summary:
total charge	0
gap between HOMO and LUMO	9.81	eV
highest occupied orbital energy	-8.8197	eV
relative energy (zero: lowest compared OMol25 entry of this formula, charge and spin)	278.8	kJ/mol
DFT total energy	-9530.877	eV
structure (SMILES)	C/C=C/CCCCO

Geometry as XYZ:
```
22
Properties=species:S:1:pos:R:3:forces:R:3
C -0.2850 -3.8275 -1.1265 -0.23 -2.20 0.97
C -0.4796 -2.8141 -0.0885 1.22 2.29 -1.39
C -0.4014 -1.4822 -0.3052 -1.45 -0.36 1.94
C -0.6262 -0.3703 0.7996 -1.65 -0.46 -1.46
C -0.4392 1.0618 0.2627 5.21 -2.77 -1.90
C 0.8597 1.6987 0.8890 -2.51 3.02 -0.50
C 0.8293 3.2159 0.3755 3.23 -2.41 -4.15
O 0.4651 3.2386 -1.0698 -0.93 -2.17 0.90
H -0.2456 -3.4275 -2.1041 0.11 0.13 -1.11
H -1.0987 -4.5530 -0.9844 -0.41 0.26 -0.70
H 0.5337 -4.5582 -0.9063 0.10 1.09 -0.28
H -0.5839 -3.2738 0.8368 -0.26 -0.11 2.07
H -0.4104 -1.1312 -1.3360 0.38 0.06 0.13
H -1.6329 -0.4068 1.3448 0.91 -0.37 -1.24
H 0.0113 -0.4582 1.6246 1.43 -0.70 1.05
H -0.1585 1.0986 -0.8435 -0.80 -0.54 1.27
H -1.3355 1.5043 0.3273 -2.77 2.67 0.68
H 1.7904 1.1687 0.7775 0.08 -0.31 -0.72
H 0.6969 1.8041 1.9502 0.06 -0.06 0.64
H 0.1321 3.7265 0.8763 -2.62 1.99 2.12
H 1.7650 3.7567 0.2590 0.44 -0.19 1.44
H 0.6134 4.0291 -1.5591 0.46 1.15 0.25
```
Forces are in eV/Å.



Record 4
Here is one molecule with the formula C7H14O2 at a distorted geometry from the Open Molecules 2025 dataset. Energies are from the ωB97M-V functional and the def2-TZVPD basis.

Summary:
total charge	0
gap between HOMO and LUMO	10.01	eV
highest occupied orbital energy	-9.2878	eV
relative energy (zero: lowest compared OMol25 entry of this formula, charge and spin)	77.5	kJ/mol
DFT total energy	-11580.505	eV
structure (SMILES)	C=C(C)[C@](C)(O)[C@@H](C)O

Geometry as XYZ:
```
23
Properties=species:S:1:pos:R:3:forces:R:3
C 1.9737 0.3870 1.1152 0.06 0.08 -0.10
C 1.2501 0.0213 0.0682 -0.23 0.45 0.09
C 1.7366 -0.9911 -0.9272 0.04 0.17 0.09
C -0.1182 0.6557 -0.1784 0.13 -0.66 -0.47
C -0.2280 1.1786 -1.6206 0.00 -0.02 0.35
O -0.3433 1.7079 0.7238 -1.76 0.48 0.07
C -1.2174 -0.4052 0.0740 -0.92 0.65 0.36
C -1.0801 -1.0908 1.4249 -0.11 0.13 -0.31
O -2.4618 0.4128 0.0619 0.82 -0.95 -0.27
H 2.9593 -0.0160 1.2841 0.14 -0.18 0.04
H 1.6165 1.1324 1.8024 -0.08 0.15 0.12
H 2.0003 -0.5063 -1.8660 -0.03 -0.02 -0.13
H 2.6265 -1.4867 -0.5473 0.02 -0.08 0.01
H 0.9784 -1.7409 -1.1419 -0.06 -0.15 -0.07
H 0.5523 1.9172 -1.7897 0.05 0.04 -0.06
H -1.1995 1.6509 -1.7510 -0.03 0.02 -0.05
H -0.1342 0.3738 -2.3444 0.03 -0.06 -0.12
H -1.3502 1.8369 0.6748 1.97 -0.14 0.24
H -1.2397 -1.1428 -0.7399 -0.15 0.24 0.08
H -0.2185 -1.7534 1.4284 0.04 -0.07 0.04
H -0.9475 -0.3394 2.2007 0.02 0.00 0.06
H -1.9724 -1.6795 1.6404 -0.03 -0.06 0.03
H -3.1831 -0.1226 0.4077 0.08 0.00 0.00
```
Forces are in eV/Å.



Record 5
Here is C7H14O2 as an isolated structure at a distorted geometry from the Open Molecules 2025 dataset. Energies are from the ωB97M-V functional and the def2-TZVPD basis.

Summary:
total charge	0
gap between HOMO and LUMO	9.57	eV
highest occupied orbital energy	-8.7805	eV
relative energy (zero: lowest compared OMol25 entry of this formula, charge and spin)	479.1	kJ/mol
DFT total energy	-11576.343	eV

Geometry as XYZ:
```
23
Properties=species:S:1:pos:R:3:forces:R:3
C -2.5014 1.0688 0.6388 -0.20 -0.02 0.08
C -1.0391 1.0742 0.2061 0.10 0.21 -0.23
C -0.2980 -0.1765 0.6389 -0.22 0.11 -0.23
C -0.6862 -1.5408 0.0067 -0.18 -0.07 -0.06
C 0.8103 -1.9416 0.0102 0.17 -0.30 -1.90
C 1.1427 -0.4571 0.1679 2.46 1.71 2.98
C 2.2721 0.8156 0.1091 -1.23 -2.01 0.75
O 2.1991 -0.2173 1.0784 -0.49 0.34 1.17
H -3.0328 0.2028 0.2173 0.13 0.22 0.11
H -2.5854 1.0124 1.7343 0.00 0.01 -0.27
H -3.0190 1.9790 0.3049 0.12 -0.25 0.10
H -0.9832 1.1667 -0.8904 -0.01 -0.04 0.25
H -0.5365 1.9642 0.6186 -0.12 -0.22 -0.08
H -0.3338 -0.2580 1.7380 0.23 0.04 -0.23
H -1.3678 -2.1793 0.5813 0.19 0.17 -0.14
H -1.0777 -1.4066 -1.0114 0.15 -0.07 0.26
H 1.0759 -2.5312 0.8974 0.17 0.62 0.00
H 1.2281 -2.4585 -0.8622 -0.34 0.09 0.13
H 3.2938 0.8586 -0.2809 -0.45 -0.06 -0.63
H 1.8437 1.7676 0.4456 0.19 -0.19 -0.15
H 1.9368 0.7165 -1.6660 -3.56 -3.82 -2.31
O 1.1536 -0.0537 -2.1979 3.23 3.52 0.80
H 0.5048 0.5942 -2.4848 -0.34 0.01 -0.38
```
Forces are in eV/Å.



Record 6
Here is an isolated ion of composition C7H14O2P and charge -1 at a distorted geometry from the Open Molecules 2025 dataset. Energies are from the ωB97M-V functional and the def2-TZVPD basis.

Summary:
total charge	-1
gap between HOMO and LUMO	7.41	eV
highest occupied orbital energy	-3.9013	eV
relative energy (zero: lowest compared OMol25 entry of this formula, charge and spin)	182.3	kJ/mol
DFT total energy	-20869.252	eV

Geometry as XYZ:
```
24
Properties=species:S:1:pos:R:3:forces:R:3
C 1.5310 0.5548 -0.0571 1.67 -0.61 -1.15
C 0.5934 1.7376 0.1761 0.11 -0.56 -4.30
C 1.1928 -0.6055 0.9409 1.89 0.14 -0.18
C -0.9032 1.4964 -0.2199 1.61 3.94 -2.50
C -0.1083 -1.2842 0.6672 -2.47 2.01 -0.10
C -1.5860 0.6090 0.6138 -0.51 -4.37 0.73
C -0.3149 -2.0837 -0.6197 -1.60 -0.45 0.65
O -4.2344 0.9693 0.0709 -0.82 1.54 0.65
O -3.5295 -1.4676 0.3696 0.94 0.51 -0.01
P -3.1786 -0.0537 -0.0228 0.18 -1.34 -1.12
H 1.5789 0.2546 -1.1651 -0.61 -0.02 1.47
H 2.6674 0.8238 0.0777 -2.08 -0.05 0.25
H 0.7804 1.9187 1.1661 -0.25 1.37 2.64
H 0.9306 2.5435 -0.5189 -0.01 -0.12 0.93
H 2.1872 -1.2648 0.9095 -2.16 0.65 0.37
H 1.0885 -0.1203 1.9505 0.50 -0.56 -0.74
H -1.4088 2.5264 -0.1530 0.52 -0.94 0.15
H -1.0121 1.3441 -1.3377 0.44 -0.50 1.07
H -0.7539 -1.5187 1.5347 0.79 -0.50 -0.65
H -1.7270 1.0847 1.5556 0.15 -0.35 1.40
H 0.1312 -3.1326 -0.4729 -0.83 1.20 -0.32
H 0.1730 -1.6303 -1.4813 0.19 0.09 0.06
H -1.4692 -2.0935 -0.8612 2.28 -0.48 0.63
H -2.7726 0.0488 -1.4091 0.07 -0.59 0.07
```
Forces are in eV/Å.



- Which of these has the lowest highest occupied orbital energy?
  number 4



- Among the records above, which one has the lowest gap between HOMO and LUMO?
  C7H14O2P



- Which of these has the lowest DFT total energy?
  C7H14O2P



- Which value of DFT total energy does entry 4 give?
  -11580.505 eV